## i
Molecular formula: C37H27BrIN5O3SSr
Method: DFT, ωB97M-V/def2-TZVPD

Calculated values
Orbital gap ... 6.9588 eV
HOMO ... -7.1011 eV
Total charge ... 0

The geometry in XYZ format:
```
76
Properties=species:S:1:pos:R:3:lowdin_charge:R:1
Sr -0.205 0.416 -0.692 1.201
C -1.603 4.908 -2.010 -0.026
C -1.011 3.660 -1.775 -0.126
N -1.130 3.014 -0.634 0.042
C -1.870 3.557 0.349 -0.154
C -2.463 4.820 0.226 -0.142
C -2.321 5.491 -1.001 0.000
C -3.179 5.385 1.336 -0.023
C -3.295 4.706 2.493 -0.023
C -2.733 3.391 2.638 -0.146
C -2.865 2.651 3.827 -0.008
C -2.329 1.396 3.891 -0.029
C -1.674 0.878 2.761 -0.146
N -1.528 1.544 1.634 0.071
C -2.041 2.798 1.575 -0.153
H -1.484 5.383 -2.974 0.112
H -0.405 3.186 -2.539 0.103
H -2.782 6.463 -1.131 0.119
H -3.612 6.371 1.222 0.115
H -3.823 5.133 3.336 0.115
H -3.386 3.085 4.672 0.118
H -2.401 0.791 4.784 0.109
H -1.244 -0.111 2.786 0.056
I 2.010 2.051 1.252 0.979
C 3.556 0.726 0.806 -0.647
C 4.824 1.153 1.086 -0.195
C 5.925 0.300 0.852 -0.103
C 5.716 -0.953 0.364 -0.052
C 4.407 -1.408 0.064 -0.193
C 4.209 -2.717 -0.437 -0.062
C 2.953 -3.144 -0.747 -0.093
C 1.847 -2.274 -0.592 -0.194
C 1.944 -0.989 -0.090 -0.236
C 3.274 -0.569 0.255 -0.277
H 4.994 2.142 1.489 0.081
H 6.926 0.651 1.071 0.101
H 6.553 -1.621 0.193 0.109
H 5.069 -3.361 -0.578 0.104
H 2.805 -4.148 -1.132 0.097
H 0.874 -2.679 -0.875 0.074
C 4.408 -1.450 3.773 -0.083
C 3.169 -1.338 4.655 -0.216
C 1.964 -0.990 3.901 -0.194
N 1.028 -0.729 3.292 0.187
H 5.253 -1.790 4.371 0.078
H 4.661 -0.491 3.325 0.064
H 4.249 -2.158 2.960 0.081
H 3.297 -0.579 5.430 0.116
H 2.966 -2.284 5.161 0.115
O 1.450 -0.382 -4.271 0.088
C 0.263 -0.245 -4.103 -0.517
N -0.318 0.613 -3.163 -0.216
S -1.933 0.261 -3.046 0.614
O -2.133 -0.596 -1.849 -0.464
O -2.795 1.410 -3.102 -0.289
C -2.055 -0.727 -4.479 -0.238
C -3.188 -1.213 -5.105 -0.026
C -2.985 -1.976 -6.245 -0.065
C -1.695 -2.234 -6.713 -0.059
C -0.580 -1.726 -6.062 0.007
C -0.782 -0.953 -4.931 -0.135
H -4.178 -1.000 -4.726 0.122
H -3.836 -2.372 -6.784 0.106
H -1.569 -2.834 -7.604 0.106
H 0.425 -1.913 -6.417 0.125
Br -3.489 -5.738 1.806 0.758
C -2.638 -4.091 1.466 -0.692
C -3.388 -2.990 1.087 -0.098
C -2.712 -1.806 0.853 -0.147
N -1.391 -1.662 0.980 0.024
C -0.694 -2.738 1.344 -0.143
C -1.268 -3.976 1.597 -0.091
H -4.461 -3.046 0.971 0.104
H -3.263 -0.925 0.543 0.111
H 0.373 -2.592 1.443 0.079
H -0.654 -4.816 1.886 0.106
```

=====

## ii
Molecular formula: C37H27BrIN5O3SSr
Method: DFT, ωB97M-V/def2-TZVPD

Calculated values
Orbital gap ... 6.8463 eV
HOMO ... -6.8259 eV
Total charge ... 0

The geometry in XYZ format:
```
76
Properties=species:S:1:pos:R:3:lowdin_charge:R:1
Sr -0.807 0.179 -0.399 1.196
C 2.250 2.519 2.582 -0.025
C 1.371 2.044 1.601 -0.146
N 0.961 0.795 1.522 0.056
C 1.406 -0.076 2.447 -0.137
C 2.311 0.295 3.453 -0.134
C 2.723 1.636 3.511 0.000
C 2.813 -0.683 4.376 -0.018
C 2.438 -1.972 4.282 -0.023
C 1.510 -2.390 3.271 -0.138
C 1.111 -3.732 3.151 -0.004
C 0.220 -4.081 2.172 -0.032
C -0.280 -3.073 1.340 -0.149
N 0.064 -1.804 1.431 0.080
C 0.970 -1.458 2.370 -0.134
H 2.536 3.561 2.582 0.111
H 1.002 2.725 0.843 0.049
H 3.415 1.946 4.285 0.119
H 3.512 -0.359 5.137 0.116
H 2.825 -2.721 4.961 0.115
H 1.520 -4.469 3.831 0.119
H -0.105 -5.102 2.029 0.108
H -0.976 -3.324 0.547 0.096
I 0.840 2.583 -2.080 1.015
C 2.747 1.731 -2.120 -0.630
C 3.767 2.537 -2.538 -0.184
C 5.082 2.029 -2.593 -0.100
C 5.318 0.740 -2.225 -0.052
C 4.264 -0.106 -1.792 -0.186
C 4.544 -1.442 -1.421 -0.070
C 3.521 -2.255 -1.033 -0.100
C 2.196 -1.759 -0.993 -0.204
C 1.819 -0.464 -1.303 -0.191
C 2.919 0.365 -1.729 -0.280
H 3.578 3.562 -2.827 0.079
H 5.890 2.668 -2.926 0.098
H 6.322 0.331 -2.256 0.107
H 5.570 -1.791 -1.459 0.101
H 3.722 -3.284 -0.753 0.093
H 1.443 -2.485 -0.699 0.039
C -0.519 -2.445 -5.878 -0.096
C 0.508 -2.689 -4.778 -0.216
C -0.078 -2.717 -3.439 -0.199
N -0.494 -2.761 -2.371 0.185
H -0.028 -2.465 -6.850 0.075
H -0.996 -1.473 -5.760 0.078
H -1.295 -3.209 -5.872 0.077
H 1.274 -1.910 -4.764 0.122
H 1.027 -3.639 -4.917 0.120
O -1.396 2.127 3.176 0.074
C -2.048 2.279 2.169 -0.511
N -2.346 1.262 1.248 -0.193
S -3.245 1.867 0.032 0.598
O -2.475 1.694 -1.216 -0.526
O -4.590 1.367 -0.043 -0.279
C -3.243 3.545 0.528 -0.227
C -3.852 4.638 -0.063 -0.023
C -3.769 5.840 0.623 -0.063
C -3.118 5.924 1.856 -0.059
C -2.531 4.807 2.431 0.006
C -2.606 3.608 1.738 -0.139
H -4.365 4.565 -1.011 0.124
H -4.222 6.730 0.205 0.107
H -3.079 6.875 2.370 0.106
H -2.023 4.841 3.385 0.123
Br -7.128 -2.711 0.118 0.777
C -5.317 -2.272 -0.145 -0.682
C -4.464 -2.137 0.934 -0.084
C -3.150 -1.795 0.677 -0.166
N -2.647 -1.613 -0.549 -0.060
C -3.495 -1.744 -1.572 -0.134
C -4.829 -2.075 -1.424 -0.093
H -4.806 -2.272 1.949 0.112
H -2.443 -1.675 1.489 0.094
H -3.080 -1.611 -2.564 0.109
H -5.468 -2.168 -2.290 0.107
```

=====

How do the energies compare? Relative to the most stable structure, in hartree: i 0.0031; ii 0.0000.

=====

## i
Molecular formula: C2H2Cl3I
Method: DFT, ωB97M-V/def2-TZVPD

Calculated values
Orbital gap ... 9.2253 eV
HOMO ... -9.3757 eV
Total charge ... 0

The geometry in XYZ format:
```
8
Properties=species:S:1:pos:R:3:lowdin_charge:R:1
C 0.121 0.846 -0.600 -0.623
C -0.131 -0.754 0.822 -1.536
Cl 0.086 -2.227 -0.136 0.488
Cl -1.832 -0.452 1.487 0.463
Cl 1.118 -0.358 1.982 0.544
I 0.507 0.210 -2.595 0.712
H -0.885 1.404 -0.550 0.027
H 1.016 1.331 -0.410 -0.075
```

=====

## ii
Molecular formula: C2H2Cl3I
Method: DFT, ωB97M-V/def2-TZVPD

Calculated values
Orbital gap (alpha / beta) ... 7.6668 / 7.4040 eV
HOMO (alpha / beta) ... -8.5572 / -8.9050 eV
Total charge ... 0

The geometry in XYZ format:
```
8
Properties=species:S:1:pos:R:3:lowdin_charge:R:1
C -3.420 0.107 1.275 -0.527
C -0.889 2.995 0.463 -1.748
Cl -0.582 3.449 2.167 0.453
Cl -1.654 4.446 -0.461 0.368
Cl 0.570 2.781 -0.380 0.451
I -1.733 0.481 0.150 1.058
H -3.304 -0.761 2.011 -0.012
H -4.445 0.313 1.018 -0.042
```

=====

How do the energies compare? Relative to the most stable structure, in hartree: i 0.0000; ii 0.0747.

=====

## i
Molecular formula: CH3I2NO
Method: DFT, ωB97M-V/def2-TZVPD

Calculated values
Orbital gap ... 7.6877 eV
HOMO ... -8.5194 eV
Total charge ... 0

The geometry in XYZ format:
```
8
Properties=species:S:1:pos:R:3:lowdin_charge:R:1
C -0.985 -2.493 0.136 -0.174
N -3.497 0.401 -1.020 -1.108
O -2.004 -1.707 -0.581 -0.741
I -3.617 -1.029 0.194 1.342
I -2.808 2.147 -0.051 0.453
H -0.196 -2.627 -0.521 0.046
H -1.336 -3.491 0.594 0.093
H -0.680 -1.948 1.099 0.090
```

=====

## ii
Molecular formula: CH3I2NO
Method: DFT, ωB97M-V/def2-TZVPD

Calculated values
Orbital gap (alpha / beta) ... 7.4787 / 7.4804 eV
HOMO (alpha / beta) ... -8.4996 / -8.5011 eV
Total charge ... 0

The geometry in XYZ format:
```
8
Properties=species:S:1:pos:R:3:lowdin_charge:R:1
C 0.743 -1.047 -0.871 -0.212
N -0.777 1.833 1.824 -1.218
O 0.560 -0.264 0.339 -0.703
I 0.218 1.720 0.194 1.373
I -2.769 1.486 1.920 0.539
H 1.741 -1.388 -1.205 0.080
H 0.205 -0.478 -1.672 0.053
H 0.079 -1.861 -0.530 0.088
```

=====

How do the energies compare? Relative to the most stable structure, in hartree: i 0.0036; ii 0.0000.